1.
Entry from the Open Molecules 2025 dataset: C34H34Cl2N5O2S2Ti as an isolated structure at a distorted geometry (wB97M-V/def2-TZVPD).

The geometry in XYZ format:
```
80
Properties=species:S:1:pos:R:3:forces:R:3
Cl -3.7123 2.5639 0.9855 0.08 0.08 0.02
N 2.7369 -1.4107 0.9070 0.85 -0.30 0.09
H -1.6259 1.5107 -1.1869 -0.01 -0.02 -0.04
C 2.7532 -0.5725 -4.7775 0.21 -0.03 -0.24
H 5.3329 -2.1160 0.9238 0.00 0.07 0.01
N 0.0868 -1.6354 2.2943 -0.38 -0.30 1.38
C 4.5059 -4.9231 -0.7320 0.10 -0.01 0.01
C -2.3092 4.0195 -0.8442 0.07 0.13 0.11
S 0.8005 -3.4799 -0.3663 -0.32 -0.58 -0.16
C -5.2705 2.9233 -2.6079 0.05 0.02 0.06
H 0.3584 6.1108 -0.4338 0.08 0.03 -0.05
H -1.1635 -3.1194 3.1838 0.04 0.02 -0.05
C 5.2979 -3.9681 -0.1079 0.07 0.05 0.05
Cl -1.1796 5.6026 -2.7296 0.08 0.09 -0.11
C 0.3027 0.7697 2.8410 -0.04 0.06 0.19
C -6.1809 1.9559 -2.9770 -0.04 0.00 -0.05
C -1.2952 4.9538 -1.1155 0.05 -0.11 0.15
C -0.2274 1.5376 5.0873 -0.05 0.01 0.11
H 2.4305 -0.5879 2.8138 0.09 -0.12 -0.14
H 4.9546 -5.8193 -1.1420 0.01 -0.02 -0.06
C 3.3294 -2.6185 0.3466 0.00 -0.54 -0.32
N 1.0123 -0.7433 -1.6250 0.93 0.51 -2.25
H 4.0761 -0.3232 -0.2972 0.01 -0.06 0.02
H 2.5085 -5.4637 -1.2813 -0.04 -0.07 -0.04
H 3.2638 -1.5225 -4.9686 -0.04 0.10 0.04
H 3.0540 0.6614 0.7762 0.13 -0.15 0.12
C 2.0082 -0.3251 -2.3911 -0.36 -0.08 -0.30
H 3.4179 -2.0737 2.8083 -0.13 0.12 -0.09
C -2.3735 -0.3063 -0.2849 -0.64 0.19 -0.33
C 0.1515 -1.4044 -2.4656 -0.15 -0.13 -0.70
C -1.4985 4.0031 1.4446 0.02 0.04 -0.17
H -6.5451 -0.1558 -3.1043 -0.03 -0.02 0.02
H -1.8837 0.1804 -2.3046 0.08 0.15 0.06
N -3.1658 3.6800 -1.8650 0.15 0.30 -0.10
C 0.2921 1.7652 3.8327 -0.06 -0.12 -0.03
H -1.0031 -3.1922 1.4122 0.00 0.05 0.20
C -4.6138 0.2831 -2.2938 -0.09 0.07 -0.02
C -0.3977 5.3914 -0.1614 -0.13 -0.04 -0.13
C -2.4105 3.5936 0.4875 0.04 -0.01 0.06
C 3.6317 -0.2610 0.6954 0.17 0.32 -0.11
Ti 0.5743 -1.0623 0.3171 1.63 0.08 0.44
H -1.9837 -1.9137 2.1441 0.09 -0.07 -0.01
C 2.5383 -1.5795 2.3596 -0.11 -0.14 0.62
H 0.2475 -1.7801 -4.6514 -0.03 -0.11 -0.10
H 2.8252 0.3022 -2.0839 0.12 -0.07 0.09
O -1.2392 -0.7840 0.0270 -2.28 0.37 -0.78
C 3.1462 -4.7301 -0.8100 0.08 0.05 0.05
C -0.4860 4.8911 1.1214 -0.12 -0.08 0.17
C 1.2867 -2.3955 2.6635 0.62 -0.31 0.38
H 0.2280 5.1900 1.8716 0.07 0.03 0.09
C -2.3313 0.7257 -1.4672 0.10 -0.19 0.51
H -0.9598 -1.7284 4.7581 -0.03 -0.06 0.01
H -7.1358 2.2445 -3.3970 -0.03 0.00 0.00
H 1.3026 -3.3194 2.0758 -0.08 0.11 0.17
C -0.7290 0.2840 5.4101 0.01 -0.03 0.02
H 6.3701 -4.0942 -0.0395 0.04 -0.01 0.03
C 2.5210 -3.5897 -0.2766 0.04 0.00 0.09
H -1.1944 0.1051 6.3694 0.05 -0.05 0.07
N 1.8231 -0.6956 -3.6933 -0.13 0.08 0.68
O -3.4384 -0.6406 0.2238 -0.08 0.04 -0.03
H 2.2221 -0.2731 -5.6821 0.07 0.04 0.01
H -4.3499 -0.7601 -2.1900 0.01 -0.02 0.08
H -0.2486 2.3383 5.8148 -0.02 0.06 0.06
C -3.6706 1.2368 -1.9160 -0.08 0.24 -0.07
H 3.5018 0.1812 -4.5383 -0.04 0.02 0.00
H -0.7444 -1.8757 -2.1023 0.05 0.08 -0.01
H -1.6039 3.6260 2.4479 0.03 -0.12 0.13
C 0.6374 -1.3853 -3.7334 -0.11 0.06 0.01
C -5.8518 0.6211 -2.8101 -0.01 -0.12 -0.07
H 4.4412 -0.2344 1.4382 -0.03 -0.03 -0.10
S 0.7800 1.1957 1.2285 -0.05 0.74 0.05
C -1.0851 -2.5186 2.2668 -0.48 -0.26 0.12
C 4.6993 -2.8400 0.4294 0.19 0.03 0.04
C -0.0980 -0.5279 3.2136 0.10 0.60 0.25
C -0.6179 -0.7401 4.4840 -0.09 -0.10 0.06
H 0.7053 2.7288 3.5726 -0.05 0.14 -0.05
H 1.2710 -2.6593 3.7360 -0.01 0.08 -0.16
C -4.0243 2.5912 -2.0685 -0.28 -0.65 -0.19
H -3.2710 4.4088 -2.5543 0.06 -0.14 0.04
H -5.5078 3.9734 -2.7365 -0.03 0.01 0.05
```
Forces are in eV/Å.

Properties
Total charge   -1
2S+1   3
Gap between HOMO and LUMO (alpha / beta)   4.0 / 6.5 eV

***

2.
Entry from the Open Molecules 2025 dataset: a 2-piece molecular cluster, C34H34FN2O overall at a distorted geometry (wB97M-V/def2-TZVPD).

The geometry in XYZ format:
```
72
Properties=species:S:1:pos:R:3:forces:R:3
H -5.1855 -3.2686 -0.7949 0.36 -0.05 0.02
H -2.2374 -1.2479 1.9537 -0.22 0.16 -0.24
C -4.7359 0.5796 0.5105 0.12 -0.11 0.03
H 2.8667 -1.1000 2.6702 -0.28 0.17 -0.09
C -4.1135 -0.3752 1.3235 -0.14 0.27 -0.02
H 0.0286 3.3302 3.3487 -0.22 0.10 -0.30
H -2.3849 3.9693 3.1667 0.21 0.08 -0.30
N 3.7852 0.7283 0.9559 0.03 0.79 -0.27
H -1.3627 -0.7178 -2.0422 0.03 -0.44 0.25
H 2.0963 2.9558 2.3845 0.01 0.17 -0.26
H -1.6996 5.2884 -0.8947 0.05 -0.08 0.32
C -1.3369 4.8475 0.0359 0.20 -0.11 0.05
H 3.0270 -0.7752 -1.0563 -0.07 -0.18 0.13
C 2.5907 -1.1309 -0.1148 0.14 0.08 -0.40
H 2.1769 2.8616 -0.6901 0.11 -0.18 0.34
C 2.5075 0.0295 0.8629 0.11 -0.10 0.86
C -0.5075 -0.0575 0.2003 -0.52 -1.57 0.24
C 0.9364 -1.1580 -3.1691 -0.09 -0.34 0.20
C 0.3569 0.9843 -0.0470 1.66 0.82 0.41
H -4.3321 -4.9506 0.8354 0.19 0.23 -0.11
C -2.2691 -4.3489 0.6065 0.19 0.00 -0.10
H 4.9412 -0.5194 2.1539 0.14 0.09 -0.08
C -2.7306 -0.5156 1.3070 0.51 -0.11 -0.44
C 1.9869 -3.7413 -2.8318 -0.26 0.15 -0.09
C -0.3735 3.7417 2.4179 -0.03 -0.13 -0.39
C -3.6373 -4.2800 0.3286 0.13 0.25 -0.18
H -5.8236 0.6826 0.5224 0.39 -0.01 0.00
H -1.9774 1.8633 -1.0272 -0.27 -0.17 0.13
H -3.2513 4.9416 1.0341 0.35 -0.09 0.05
C 0.0045 4.4633 0.1341 -0.36 -0.07 0.24
C -3.9575 1.3965 -0.3159 0.18 -0.03 0.13
H -0.1199 -0.9547 0.6802 -0.19 0.48 0.31
H -4.7131 -1.0280 1.9631 0.20 0.31 -0.14
H -0.3058 -3.5518 0.1831 -0.45 0.08 0.06
H 2.6434 -0.7888 -4.4494 -0.07 -0.22 0.15
C -4.1139 -3.3439 -0.5990 0.01 -0.29 -0.01
C 2.1194 -1.4969 -3.8106 -0.23 -0.10 0.13
C -1.9434 0.2324 0.4059 -0.45 0.32 -0.38
H -3.6002 -1.7717 -1.9860 0.07 -0.19 0.25
C 2.6355 -2.7762 -3.5959 1.00 -0.13 -0.27
C -2.2003 4.6565 1.1197 0.12 -0.08 0.08
N 1.6416 1.1174 0.3731 -1.63 -0.37 -1.08
H 3.2206 -1.9293 0.2982 -0.19 0.20 -0.10
C 2.0632 -0.4850 2.2413 0.02 0.22 0.18
C 2.3177 2.4112 0.3071 0.28 0.20 -0.51
H 5.8305 0.7789 1.3079 -0.25 -0.07 -0.03
C 1.9082 3.4085 1.3983 0.20 0.27 0.21
C 5.0263 0.0445 1.2204 0.18 -0.47 0.07
H 2.5899 4.2691 1.2818 -0.13 -0.33 0.12
C 0.4784 3.8795 1.3148 -0.13 0.02 0.07
C 3.7745 2.0208 0.4978 0.97 0.11 -0.45
C 0.7636 -3.4104 -2.2596 0.01 0.29 0.15
F 3.8495 -3.0907 -4.1463 -1.36 0.34 0.53
H 5.2740 -0.6590 0.4149 0.03 0.17 0.11
O 4.7535 2.7229 0.2740 -1.28 -0.75 0.49
H 1.5960 -1.5274 -0.3238 0.24 -0.02 0.09
C -2.5710 1.2315 -0.3623 -0.36 -0.32 0.03
H 0.6947 4.6151 -0.7007 -0.29 0.01 0.18
C -1.7165 4.1084 2.3137 -0.01 0.15 -0.16
H 0.2042 -4.1856 -1.7348 0.25 0.29 -0.19
H 1.1648 -1.1030 2.1542 0.24 0.09 0.14
C -0.9194 -1.6292 -1.6197 -0.69 0.17 -1.44
H -1.8842 -5.0690 1.3324 -0.20 0.24 -0.21
C -3.2322 -2.5077 -1.2679 0.52 0.36 0.18
H 2.4230 -4.7323 -2.6986 -0.14 0.31 -0.18
C -1.3746 -3.5042 -0.0497 -0.31 0.00 -0.11
C 0.2397 -2.0882 -2.3427 1.13 0.09 -0.16
H -4.4268 2.1626 -0.9371 0.12 -0.25 0.22
H 1.8510 0.3562 2.9179 0.10 -0.28 -0.18
C -1.8404 -2.5737 -1.0094 -0.25 0.01 1.06
H 0.5156 -0.1575 -3.2959 0.19 -0.24 0.07
H -0.0059 1.8720 -0.5792 0.05 -0.18 0.59
```
Forces are in eV/Å.

Properties
Total charge   +1
Gap between HOMO and LUMO   5.6 eV

***

3.
Entry from the Open Molecules 2025 dataset: C34H34HfN6O5P2 as an isolated structure at a distorted geometry (wB97M-V/def2-TZVPD).

The geometry in XYZ format:
```
82
Properties=species:S:1:pos:R:3:forces:R:3
H 1.8088 3.5467 -5.5746 -0.02 -0.06 0.04
H -2.0658 -2.9035 1.2681 -0.08 -0.06 -0.01
C 2.0923 -1.3746 0.7983 -0.22 -0.11 -0.22
C -2.2029 4.5806 1.9640 -0.08 -0.06 0.00
C 2.5569 -2.3870 -0.0449 -0.20 0.08 0.13
H 1.9310 -3.0503 2.8122 0.09 0.04 -0.02
P 0.2805 -1.3500 0.9731 0.50 -0.25 2.03
H -2.0065 1.6435 4.5211 0.04 0.04 -0.01
H 1.2535 -0.6256 3.5742 0.07 0.04 0.01
H 3.7666 -0.6607 -2.9538 0.16 -0.04 0.06
H -0.4264 -0.6896 4.1059 -0.03 -0.05 -0.12
H -5.2791 -2.0073 3.8505 -0.09 -0.08 0.00
H 0.8645 4.5226 0.5485 0.10 0.04 -0.06
Hf -0.7364 0.4266 -0.7834 1.22 1.25 2.11
H 0.3693 0.8792 3.8813 0.06 0.02 0.08
N -0.1254 -0.0755 2.0906 -0.71 -0.53 -0.96
H 3.3741 -2.2904 -6.8976 0.03 -0.03 -0.08
C -0.8782 3.3100 -5.7444 -0.47 0.11 -0.54
H -3.3241 2.8562 2.5640 -0.10 0.02 0.03
C -0.0580 4.1538 0.9693 -0.06 0.19 -0.17
N 1.1916 -0.4137 -2.5171 0.25 0.42 0.71
C -2.4106 3.2199 2.1169 0.04 -0.07 -0.01
O -2.4055 1.5444 -0.8726 -1.36 2.63 0.25
H 2.6366 0.3445 1.9644 -0.05 0.13 0.11
H -5.1498 -0.8331 6.0180 -0.04 -0.01 0.08
O -0.0146 -0.8189 -2.1843 0.52 -1.07 -0.91
C 1.7787 -0.9204 -3.6927 0.61 -0.63 -1.34
O -4.1538 0.6252 -1.6666 -0.96 -0.02 -0.34
O 1.1660 0.8507 -0.7621 2.51 -0.11 -0.86
C -4.5574 -1.2202 4.0005 -0.04 -0.03 0.07
C 2.9230 -1.8990 -5.9990 -0.04 0.06 0.07
N 0.0125 3.0879 -4.6185 0.18 0.41 -0.52
C -3.7088 -0.8589 2.9708 0.04 0.07 -0.08
H 0.5628 2.1008 0.8939 -0.07 0.25 0.15
C -0.7371 -4.9726 3.5906 -0.02 0.01 -0.03
C 3.9092 -2.5136 -0.3014 0.10 -0.02 0.01
C 0.5593 -4.4829 3.6088 0.02 0.01 0.05
H 0.9166 -2.1111 -6.7300 -0.04 -0.05 -0.01
C -2.7081 0.8347 4.3701 0.04 0.06 -0.10
C -1.6884 -4.4058 2.7561 -0.10 -0.03 0.05
H -1.0738 4.3785 -5.8546 0.03 -0.05 0.06
C 4.3443 -0.6010 1.0930 0.04 0.03 0.00
H -0.1176 -1.2496 -4.6461 -0.02 -0.08 0.00
C 0.9157 -3.4188 2.7985 0.02 0.03 -0.08
C -1.4272 2.3206 1.7198 -0.13 -0.31 0.00
C -2.7776 0.1638 3.1477 -0.24 -0.19 -0.83
C 0.2865 -0.1356 3.4930 0.35 0.27 0.16
C -0.2531 2.7900 1.1171 -0.03 -0.31 0.35
H -0.8802 6.1072 1.2612 0.03 0.12 0.02
C 0.9560 -1.3286 -4.7429 -0.06 0.21 0.39
H -1.8269 2.7969 -5.6098 0.06 -0.06 0.09
C -1.0366 5.0474 1.3826 0.23 -0.08 -0.09
N -0.5737 1.7915 -2.6345 0.30 0.63 -0.73
H 4.2656 -3.3103 -0.9383 0.03 -0.04 -0.03
N 1.8088 0.4299 -1.8294 1.23 0.29 -0.41
H 5.8632 -1.7320 0.1024 0.10 -0.01 -0.03
C 3.1677 -0.9883 -3.7881 -0.30 0.05 0.18
C -4.4830 -0.5575 5.2154 0.01 -0.06 -0.12
H 1.2959 -4.9321 4.2565 0.08 -0.04 0.06
H 4.8054 -1.5644 -5.0236 0.09 0.01 -0.02
H 1.0855 4.8756 -4.6565 0.03 -0.02 0.05
C 1.2785 3.8019 -4.6569 0.57 0.36 -0.04
H -1.0035 -5.8062 4.2207 -0.04 -0.09 0.07
C -0.3185 2.4220 -3.5841 -0.42 -1.04 1.36
C 3.7323 -1.4873 -4.9467 -0.11 0.00 -0.01
C -1.3401 -3.3449 1.9415 0.06 0.04 -0.07
H -3.5134 0.9792 6.3464 0.03 0.04 0.02
H 1.8995 3.5459 -3.8006 -0.08 -0.04 -0.02
H -3.7727 -1.3575 2.0129 -0.07 -0.08 -0.03
C -3.5616 0.4643 5.3974 0.10 0.08 0.01
C 4.8045 -1.6259 0.2814 -0.01 -0.02 -0.07
H -0.4005 2.9471 -6.6563 -0.03 -0.01 0.08
H 1.8452 -3.0786 -0.4835 0.06 -0.12 -0.04
C 1.5401 -1.8082 -5.9022 0.12 0.02 0.06
H 5.0443 0.0961 1.5299 0.03 0.03 0.04
P -1.7255 0.5148 1.6972 1.24 0.51 2.42
H -2.6949 -4.7956 2.7387 -0.07 -0.05 -0.02
C 2.9891 -0.4662 1.3470 -0.19 -0.07 0.01
N -3.0512 0.5511 -1.2770 -3.55 0.71 -0.68
C -0.0407 -2.8453 1.9663 -0.23 0.15 -0.70
H -2.9497 5.2781 2.3073 -0.12 0.08 0.01
O -2.4227 -0.5307 -1.2102 -0.96 -3.46 -1.05
```
Forces are in eV/Å.

Properties
Total charge   +2
Gap between HOMO and LUMO   7.7 eV

***

Energy relative to the best compared isomer or geometry (same formula, charge and spin) for the records above, in order: 33.2; 0.0; 67.3 kcal/mol